Model P:
C36H34AuN4O4Te | wB97M-V/def2-TZVPD

```
80
C36H34AuN4O4Te wB97M-V/def2-TZVPD
Au 2.45 -1.07 2.23
C 6.65 -0.43 0.89
C 5.41 -1.16 1.37
O 4.46 -0.42 1.69
C 5.40 -2.61 1.42
C 6.52 -3.30 0.87
C 6.63 -4.66 0.89
C 5.60 -5.41 1.49
C 4.51 -4.79 2.03
C 4.35 -3.38 2.01
O 3.28 -2.92 2.57
H 6.48 0.63 1.03
H 6.82 -0.63 -0.17
H 7.53 -0.75 1.44
H 7.31 -2.72 0.41
H 7.49 -5.15 0.46
H 5.67 -6.49 1.52
H 3.71 -5.35 2.49
O 0.40 -1.60 2.79
N 0.07 -2.80 2.46
C -1.17 -3.11 2.70
C -2.11 -2.18 3.27
N -2.87 -1.45 3.73
C -1.63 -4.40 2.30
N -2.04 -5.42 1.98
C -0.67 5.54 -4.59
C -0.56 4.22 -3.87
C 0.54 3.92 -3.08
C 0.65 2.71 -2.40
C 1.95 2.42 -1.68
C -0.41 1.81 -2.49
Te -0.26 -0.07 -1.51
N 0.86 0.10 0.08
C 0.69 0.91 1.11
O 1.52 0.86 2.06
C -0.43 1.87 1.37
C -1.44 1.42 2.22
C -2.44 2.28 2.64
C -2.44 3.60 2.22
C -1.43 4.06 1.38
C -0.43 3.20 0.95
C -2.14 -0.60 -0.68
C -2.19 -1.98 -0.41
C -1.08 -2.95 -0.75
C -3.32 -2.49 0.22
C -4.37 -1.67 0.61
C -5.54 -2.22 1.38
C -4.29 -0.32 0.31
C -3.20 0.25 -0.33
C -3.24 1.72 -0.61
C -1.48 2.03 -3.37
C -2.52 1.00 -3.72
C -1.54 3.25 -4.04
H 0.19 6.18 -4.37
H -1.57 6.07 -4.28
H -0.72 5.40 -5.67
H 1.35 4.64 -3.00
H 2.72 3.10 -2.05
H 2.29 1.40 -1.85
H 1.89 2.55 -0.60
H -1.42 0.39 2.57
H -3.21 1.91 3.30
H -3.21 4.28 2.56
H -1.42 5.09 1.05
H 0.36 3.57 0.32
H -0.86 -2.96 -1.82
H -1.36 -3.95 -0.45
H -0.16 -2.71 -0.21
H -3.36 -3.55 0.44
H -5.45 -3.29 1.51
H -6.48 -2.01 0.86
H -5.59 -1.76 2.36
H -5.10 0.34 0.62
H -3.76 2.23 0.20
H -3.79 1.93 -1.53
H -2.26 2.17 -0.69
H -2.48 0.10 -3.11
H -2.41 0.70 -4.76
H -3.53 1.41 -3.61
H -2.37 3.43 -4.71
```

- 2S+1 = 2
- LUMO (alpha / beta) (eV) = 0.02 / -0.30
- Kohn-Sham gap (alpha / beta) (hartree) = 0.2824 / 0.2813
- ⟨S²⟩ = 0.755
- HOMO (alpha / beta) (eV) = -7.7 / -7.9

Model Q:
C36H34AuN4O4Te | wB97M-V/def2-TZVPD

```
80
C36H34AuN4O4Te wB97M-V/def2-TZVPD
Au -1.57 -0.11 -2.86
C -0.57 -4.15 -4.50
C -0.63 -2.64 -4.38
O -1.35 -2.23 -3.46
C 0.12 -1.82 -5.30
C 1.05 -2.46 -6.15
C 1.80 -1.78 -7.08
C 1.62 -0.39 -7.20
C 0.73 0.27 -6.40
C -0.05 -0.41 -5.42
O -0.87 0.34 -4.75
H -1.31 -4.57 -3.83
H 0.42 -4.51 -4.20
H -0.76 -4.48 -5.52
H 1.19 -3.53 -6.06
H 2.51 -2.31 -7.70
H 2.19 0.16 -7.93
H 0.58 1.33 -6.48
O -1.72 1.90 -2.06
N -0.99 2.80 -2.61
C -0.82 3.88 -1.89
C -1.35 4.00 -0.56
N -1.78 4.11 0.50
C 0.00 4.92 -2.42
N 0.66 5.78 -2.80
C -1.22 -5.06 4.33
C -0.55 -3.93 3.61
C -0.37 -3.96 2.23
C 0.21 -2.91 1.53
C 0.42 -3.11 0.05
C 0.60 -1.77 2.27
Te 1.29 -0.24 0.90
N -0.22 -0.14 -0.33
C -1.49 -0.31 0.00
O -2.35 -0.52 -0.91
C -2.06 -0.24 1.38
C -1.94 0.93 2.12
C -2.51 1.01 3.38
C -3.17 -0.09 3.92
C -3.30 -1.25 3.18
C -2.76 -1.33 1.90
C 1.50 1.91 1.19
C 1.96 2.43 -0.04
C 2.30 1.64 -1.29
C 2.06 3.81 -0.16
C 1.70 4.68 0.85
C 1.75 6.17 0.66
C 1.26 4.13 2.05
C 1.17 2.76 2.25
C 0.74 2.30 3.61
C 0.56 -1.77 3.66
C 1.22 -0.73 4.51
C -0.04 -2.84 4.30
H -1.57 -5.83 3.64
H -2.08 -4.70 4.90
H -0.54 -5.53 5.04
H -0.68 -4.83 1.68
H 0.17 -4.14 -0.21
H 1.47 -2.96 -0.22
H -0.18 -2.45 -0.58
H -1.46 1.80 1.68
H -2.45 1.93 3.94
H -3.61 -0.02 4.91
H -3.83 -2.10 3.59
H -2.88 -2.22 1.30
H 2.86 0.73 -1.11
H 2.90 2.27 -1.94
H 1.39 1.37 -1.83
H 2.40 4.21 -1.11
H 2.06 6.43 -0.34
H 2.43 6.63 1.38
H 0.76 6.60 0.83
H 0.98 4.79 2.86
H 0.32 3.14 4.17
H 1.59 1.93 4.18
H -0.01 1.52 3.56
H 1.93 -0.14 3.93
H 1.77 -1.21 5.31
H 0.49 -0.05 4.96
H -0.09 -2.83 5.39
```

- 2S+1 = 2
- LUMO (alpha / beta) (eV) = -0.38 / -0.43
- Kohn-Sham gap (alpha / beta) (hartree) = 0.2663 / 0.2769
- ⟨S²⟩ = 0.755
- HOMO (alpha / beta) (eV) = -7.6 / -8.0

Name the least stable of them. model Q.